--- 1 ---
ORCA calculation (ωB97M-V with the def2-TZVPD basis set) on a 2-piece molecular cluster, C2H6NO3 overall.

## Properties
HOMO = -0.1617 Ha
net charge = -1

Atoms and positions in Å:
O (0.56, -1.16, -1.73)
C (0.46, -0.33, -0.80)
O (0.87, 0.86, -0.79)
C (-0.15, -0.82, 0.53)
N (-0.84, -2.10, 0.48)
H (-0.79, -0.02, 0.89)
H (0.67, -0.87, 1.25)
H (-1.52, -2.02, -0.27)
H (-0.17, -2.75, 0.09)
H (-0.15, 3.67, -0.09)
H (0.62, 2.35, -0.05)
O (0.46, 3.18, 0.49)

--- 2 ---
ORCA calculation (ωB97M-V with the def2-TZVPD basis set) on a 2-piece molecular cluster, C2H6NO3 overall.

## Properties
HOMO = -0.1508 Ha
net charge = -1

Atoms and positions in Å:
O (-0.28, -0.63, 0.81)
C (-0.86, 0.40, 0.37)
O (-1.76, 1.10, 0.82)
C (-0.15, 0.99, -0.91)
N (0.22, 0.18, -2.10)
H (0.76, 1.47, -0.55)
H (-0.77, 1.76, -1.38)
H (0.73, -0.65, -1.81)
H (-0.58, -0.22, -2.57)
H (2.40, -0.90, 1.41)
H (1.23, -1.46, 0.66)
O (2.14, -1.72, 0.96)

Most stable: 1. Least stable: 2.

--- 1 ---
ORCA calculation (ωB97M-V with the def2-TZVPD basis set) on a 2-piece molecular cluster, C4H2FO2 overall.

## Properties
HOMO = -0.1338 Ha
net charge = -1

Atoms and positions in Å:
C (-0.22, -0.38, 0.18)
C (-1.10, 0.60, -0.07)
C (-2.93, 2.04, 0.19)
C (0.33, 0.79, -0.49)
O (-2.66, 2.46, 1.26)
O (-3.48, 2.17, -0.86)
F (0.67, 0.71, -1.90)
H (-0.03, -1.44, 0.38)
H (1.04, 1.72, -0.23)

--- 2 ---
ORCA calculation (ωB97M-V with the def2-TZVPD basis set) on a 2-piece molecular cluster, C4H2FO2 overall.

## Properties
HOMO = -0.1123 Ha
net charge = -1

Atoms and positions in Å:
C (-0.18, 0.15, 0.70)
C (-1.27, -0.37, 0.10)
C (-3.83, -0.14, -0.01)
C (0.12, -0.70, -0.41)
O (-3.79, 0.96, -0.39)
O (-4.16, -1.21, 0.30)
F (0.51, -2.07, -0.14)
H (0.27, 0.90, 1.32)
H (0.60, -0.48, -1.31)

Most stable: 2. Least stable: 1.

--- 1 ---
ORCA calculation (ωB97M-V with the def2-TZVPD basis set) on a 2-piece molecular cluster, CH4O2 overall.

## Properties
HOMO = -0.3774 Ha
SMILES = C=O.O

Atoms and positions in Å:
O (1.15, 0.54, -1.45)
C (0.21, -0.33, -1.26)
H (0.10, -0.87, -0.34)
H (-0.51, -0.38, -2.16)
H (-0.92, -0.07, 1.89)
H (0.45, 0.37, 1.68)
O (-0.48, 0.73, 1.63)

--- 2 ---
ORCA calculation (ωB97M-V with the def2-TZVPD basis set) on CH4O2 as an isolated structure.

## Properties
HOMO (spin up / spin down) = -0.3798 / -0.3798 Ha

Atoms and positions in Å:
C (-0.77, 0.00, 0.13)
O (1.59, -0.42, -0.48)
O (0.41, 0.69, 0.18)
H (-0.83, -0.55, -0.86)
H (-1.58, 0.65, 0.58)
H (-0.95, -0.75, 0.99)
H (2.11, 0.39, -0.54)

Most stable: 1. Least stable: 2.